Entry 1:
29
Properties=species:S:1:pos:R:3:forces:R:3:lowdin_charge:R:1 method="wB97M-V/def2-TZVPD" orbital_gap_ev=9.9836 total_charge=+2 e_above_lowest_ev=1.899 e_lumo_ha=-0.2201 e_homo_ha=-0.5870
C -1.118999 -2.370925 -2.436479 2.403 -1.427 2.185 -0.07
C -2.391543 -1.739745 -2.108723 -1.361 0.643 -0.153 -0.08
C -0.224089 1.281020 -0.377599 -0.616 1.455 -0.039 -0.22
C -0.350739 -0.858452 0.540124 0.400 0.146 0.110 -0.13
C 1.141940 1.324525 0.198784 0.985 1.499 0.224 -0.23
C 0.777031 -0.586546 1.516222 -0.280 -1.083 -0.405 -0.15
C -2.899183 -0.591987 -1.760105 1.258 -2.023 -0.165 -0.03
N -0.794870 -0.044139 -0.314232 -0.477 -0.290 -0.256 0.02
N -3.635416 0.361033 -1.427901 -1.890 1.966 -0.242 0.21
N 1.123646 0.855314 1.591832 0.409 -2.088 0.504 -0.09
N 3.576484 1.470960 2.486656 -1.653 -0.727 1.508 0.25
H -1.009436 -2.239997 -3.466390 0.633 0.383 -1.798 0.08
H -1.167552 -3.481532 -2.327139 -0.402 0.822 0.070 0.12
H -3.158046 -2.411483 -2.502530 -0.711 0.297 0.419 0.16
H -0.930881 1.968738 0.247913 1.090 -0.707 -1.729 0.16
H 0.000712 1.561679 -1.449551 -1.405 0.083 0.952 0.15
H -0.172502 -2.104337 -1.868147 -1.436 0.307 -0.875 0.10
H -0.730187 -1.878041 0.531236 -0.168 -0.034 0.103 0.13
H 1.782325 0.717680 -0.515643 -0.189 0.483 1.471 0.16
H 1.528927 2.376236 0.268006 -0.303 -0.840 -0.637 0.14
H 0.558466 -1.141925 2.442076 0.007 0.914 0.142 0.14
H 1.604238 -1.187365 1.096305 0.176 0.501 0.150 0.14
H -4.108434 0.990422 -2.149624 1.145 -0.926 1.184 0.20
H -3.933006 0.519389 -0.445901 0.209 -0.314 -0.827 0.17
H 2.591565 1.032094 2.065785 0.216 0.604 0.309 0.10
H 0.404900 1.324135 2.171450 0.560 -0.049 -0.671 0.16
H 4.381069 0.890144 2.401664 0.836 -0.633 -0.229 0.12
H 3.395410 1.601464 3.505144 0.271 -0.007 -0.811 0.16
H 3.758171 2.361641 2.086769 0.293 1.045 -0.492 0.12



Entry 2:
14
Properties=species:S:1:pos:R:3:forces:R:3:lowdin_charge:R:1 method="wB97M-V/def2-TZVPD" orbital_gap_ev=8.6745 smiles="[H]/N=c1/cc[nH]n1N=C" e_above_lowest_ev=6.586 e_lumo_ha=0.0223 e_homo_ha=-0.2965
H -0.431169 2.408613 0.385887 3.408 -0.727 -2.156 0.12
N 0.575065 2.074399 -0.147063 -3.755 -0.272 3.914 0.06
C 0.695009 0.851004 0.239159 1.746 1.115 -1.580 -0.43
C 1.844357 0.055355 -0.316157 -0.667 -2.968 -0.064 -0.04
C 1.375184 -1.263064 -0.209727 2.296 2.846 -0.866 -0.21
N 0.124887 -1.449385 0.148621 -3.721 0.862 3.310 -0.01
N -0.415806 -0.068238 0.956985 1.620 -0.176 -6.264 0.09
N -1.458958 0.511659 -0.037529 -2.317 -1.546 1.142 -0.06
C -2.309155 -0.339651 -0.496756 0.419 0.230 0.913 -0.04
H 2.752617 0.348358 -1.006359 -2.194 -0.253 2.046 0.13
H 1.768284 -2.218625 -0.413990 1.456 -0.671 -0.796 0.10
H -0.136285 -2.372616 0.562746 0.329 1.492 0.069 0.13
H -2.087228 -1.368809 -0.181047 -0.819 0.064 -0.607 0.05
H -3.274901 -0.097836 -1.093438 2.200 0.002 0.939 0.11



Entry 3:
8
Properties=species:S:1:pos:R:3:forces:R:3:lowdin_charge:R:1 method="wB97M-V/def2-TZVPD" orbital_gap_ev=7.0880 total_charge=-1 e_above_lowest_ev=1.003 e_lumo_ha=0.1423 e_homo_ha=-0.1181
S -1.648575 -0.087874 -1.487248 0.715 -1.485 -1.609 0.05
H -1.583080 -0.949126 -2.692914 0.142 1.509 2.202 -0.23
C 0.532195 0.218571 1.156426 3.312 1.154 0.888 -0.60
S 1.665123 0.177797 -0.426678 -1.944 -0.579 1.354 0.09
H -0.191818 1.000507 0.925159 0.088 0.030 0.606 -0.04
H 1.264683 0.456749 2.094623 -1.942 -0.108 -2.138 0.03
H 0.035136 -0.691344 1.432671 -0.194 -0.637 -0.391 -0.03
H -0.073665 -0.125280 -1.002040 -0.177 0.115 -0.913 -0.28